(1)
# C2H4O3

A molecular structure, C2H4O3 in a non-equilibrium geometry (the ωB97M-V functional and the def2-TZVPD basis, the Open Molecules 2025 dataset).

Geometry (Å):
C  0.12  -0.48  0.29
C  -0.59  1.34  0.39
O  1.33  -0.30  -0.31
O  -0.86  -1.05  -0.53
O  0.09  2.02  -0.29
H  1.32  0.56  -0.78
H  -0.46  -1.77  -1.05
H  0.25  -1.02  1.24
H  -1.18  0.71  1.04

Energy ... -304.19538 a.u.
LUMO ... 0.52 eV
ΔE to the lowest compared entry with this formula, charge and spin ... 91.81 kcal/mol



(2)
# C68H150F3N2O8P4

7 unconnected molecules or ions with the total composition C68H150F3N2O8P4 in a non-equilibrium geometry (the ωB97M-V functional and the def2-TZVPD basis, the Open Molecules 2025 dataset).

Geometry (Å):
C  0.01  5.59  -5.42
C  0.17  4.06  -5.53
C  1.57  3.60  -6.07
C  1.53  2.02  -6.39
P  3.06  1.05  -6.06
C  4.27  1.75  -7.19
C  3.82  2.22  -8.60
C  4.95  2.61  -9.52
C  4.49  3.29  -10.82
C  3.49  1.38  -4.34
C  2.38  1.25  -3.29
C  2.83  1.13  -1.84
C  1.79  0.83  -0.76
C  2.69  -0.73  -6.28
C  2.67  -1.11  -7.77
C  1.30  -1.15  -8.43
C  1.28  -1.98  -9.73
H  -0.97  5.96  -5.12
H  0.15  6.09  -6.38
H  0.70  5.99  -4.68
H  -0.60  3.63  -6.17
H  -0.09  3.68  -4.54
H  2.28  3.92  -5.30
H  1.85  4.17  -6.95
H  1.35  1.72  -7.42
H  0.73  1.54  -5.83
H  5.04  0.99  -7.31
H  4.72  2.59  -6.67
H  3.17  3.07  -8.40
H  3.23  1.44  -9.07
H  5.48  1.69  -9.77
H  5.60  3.19  -8.87
H  5.28  3.73  -11.43
H  3.83  4.12  -10.59
H  3.83  2.63  -11.38
H  3.95  2.37  -4.42
H  4.25  0.64  -4.12
H  1.64  0.46  -3.43
H  1.86  2.20  -3.40
H  3.34  2.00  -1.43
H  3.49  0.27  -1.75
H  2.31  0.88  0.19
H  1.22  -0.09  -0.92
H  1.00  1.58  -0.76
H  1.81  -1.03  -5.71
H  3.57  -1.17  -5.81
H  3.06  -2.12  -7.75
H  3.39  -0.56  -8.38
H  0.93  -0.13  -8.53
H  0.65  -1.68  -7.72
H  0.22  -2.04  -9.98
H  1.77  -2.95  -9.69
H  1.78  -1.45  -10.55
C  -3.27  3.03  -2.79
C  -2.19  2.03  -2.48
C  -2.69  0.61  -2.67
C  -1.63  -0.48  -2.33
P  -2.13  -2.25  -2.29
C  -0.72  -3.30  -2.39
C  0.39  -3.08  -3.49
C  1.21  -4.32  -3.73
C  2.08  -4.18  -4.97
C  -3.17  -2.57  -0.80
C  -4.52  -1.85  -0.65
C  -4.53  -0.64  0.34
C  -4.25  -1.03  1.80
C  -3.14  -2.60  -3.75
C  -3.85  -3.98  -3.65
C  -4.92  -4.29  -4.77
C  -5.50  -5.72  -4.74
H  -4.13  2.88  -2.13
H  -3.50  2.98  -3.85
H  -2.93  4.06  -2.76
H  -1.93  2.25  -1.44
H  -1.28  2.28  -3.02
H  -2.94  0.52  -3.73
H  -3.60  0.46  -2.08
H  -1.19  -0.34  -1.34
H  -0.83  -0.43  -3.06
H  -1.20  -4.27  -2.27
H  -0.21  -3.23  -1.42
H  1.00  -2.19  -3.35
H  -0.10  -2.90  -4.44
H  0.51  -5.15  -3.83
H  1.71  -4.61  -2.80
H  2.84  -3.42  -4.80
H  1.50  -3.75  -5.78
H  2.59  -5.12  -5.20
H  -2.59  -2.50  0.12
H  -3.33  -3.64  -0.75
H  -5.29  -2.56  -0.35
H  -4.80  -1.46  -1.62
H  -5.49  -0.14  0.38
H  -3.70  0.02  0.09
H  -4.84  -1.86  2.20
H  -4.22  -0.16  2.45
H  -3.24  -1.42  1.91
H  -2.57  -2.39  -4.65
H  -3.85  -1.77  -3.67
H  -4.36  -4.17  -2.70
H  -3.05  -4.71  -3.72
H  -4.48  -4.07  -5.74
H  -5.61  -3.48  -4.58
H  -4.77  -6.45  -5.08
H  -6.31  -5.83  -5.45
H  -5.86  -6.07  -3.77
C  -4.53  -5.78  3.34
C  -3.55  -4.68  2.87
C  -2.07  -5.06  3.11
C  -1.11  -3.86  2.78
P  0.56  -4.24  3.52
C  1.95  -3.65  2.53
C  3.33  -3.64  3.01
C  4.29  -2.70  2.25
C  4.31  -1.20  2.49
C  0.71  -3.25  5.08
C  -0.66  -3.05  5.84
C  -0.62  -2.21  7.07
C  0.39  -2.79  8.11
C  0.89  -5.92  3.83
C  0.47  -6.56  5.22
C  0.51  -8.02  5.18
C  0.27  -8.59  6.58
H  -5.59  -5.59  3.24
H  -4.39  -5.86  4.42
H  -4.26  -6.68  2.79
H  -3.77  -3.73  3.37
H  -3.69  -4.50  1.80
H  -1.79  -5.89  2.47
H  -1.92  -5.35  4.15
H  -1.51  -2.90  3.13
H  -1.13  -3.86  1.69
H  1.65  -2.64  2.24
H  1.84  -4.25  1.63
H  3.69  -4.65  3.22
H  3.28  -3.35  4.06
H  4.23  -3.03  1.22
H  5.30  -3.04  2.50
H  4.97  -0.64  1.83
H  4.50  -0.90  3.52
H  3.33  -0.78  2.25
H  1.27  -2.36  4.81
H  1.48  -3.75  5.67
H  -1.27  -3.86  6.25
H  -1.38  -2.61  5.16
H  -1.62  -1.99  7.43
H  -0.35  -1.20  6.77
H  1.35  -2.26  8.03
H  0.64  -3.85  8.03
H  0.00  -2.61  9.11
H  1.97  -6.01  3.74
H  0.66  -6.47  2.92
H  -0.53  -6.29  5.56
H  1.16  -6.26  6.01
H  1.39  -8.44  4.70
H  -0.29  -8.36  4.52
H  1.18  -8.44  7.15
H  0.04  -9.65  6.42
H  -0.58  -8.08  7.04
C  1.46  7.69  6.57
C  0.48  8.06  5.45
C  0.22  6.86  4.48
C  -0.59  5.72  5.25
P  -0.77  4.07  4.40
C  0.94  3.59  4.07
C  1.73  3.32  5.43
C  3.13  2.94  5.00
C  3.43  1.44  4.73
C  -1.66  2.96  5.49
C  -2.06  1.66  4.91
C  -2.59  0.71  5.95
C  -3.96  1.16  6.63
C  -1.75  4.12  2.79
C  -3.31  4.63  2.87
C  -4.20  4.37  1.60
C  -4.64  2.91  1.26
H  1.01  6.89  7.15
H  1.71  8.55  7.19
H  2.38  7.39  6.07
H  0.80  8.95  4.90
H  -0.52  8.39  5.75
H  1.17  6.48  4.09
H  -0.33  7.10  3.57
H  -1.60  6.10  5.40
H  -0.15  5.35  6.18
H  1.51  4.32  3.50
H  0.88  2.69  3.46
H  1.22  2.57  6.03
H  1.68  4.28  5.96
H  3.85  3.24  5.76
H  3.53  3.50  4.15
H  2.98  0.83  5.51
H  4.50  1.23  4.66
H  2.95  1.13  3.80
H  -2.52  3.49  5.90
H  -0.96  2.88  6.32
H  -1.13  1.29  4.47
H  -2.77  1.78  4.09
H  -1.80  0.63  6.70
H  -2.78  -0.25  5.47
H  -3.92  2.17  7.04
H  -4.23  0.49  7.45
H  -4.65  1.30  5.80
H  -1.52  3.19  2.28
H  -1.22  4.88  2.21
H  -3.29  5.61  3.36
H  -3.76  4.07  3.69
H  -3.47  4.59  0.82
H  -5.03  5.07  1.56
H  -3.79  2.29  0.97
H  -5.16  2.89  0.31
H  -5.27  2.42  2.00
C  1.57  5.42  0.44
O  2.66  6.19  -0.06
O  0.88  6.19  1.37
C  0.73  4.66  -0.69
F  1.47  3.96  -1.58
F  -0.19  3.74  -0.24
F  0.19  5.57  -1.53
C  3.87  5.49  -0.56
C  4.97  6.54  -0.44
H  5.05  6.83  0.61
H  5.95  6.12  -0.68
H  4.90  7.45  -1.05
H  3.78  5.01  -1.54
H  4.25  4.66  0.04
H  2.04  4.63  1.02
N  -0.41  -0.41  1.94
O  -0.99  0.65  1.86
O  0.01  -0.81  3.06
O  -0.47  -1.17  0.99
N  -1.19  -6.29  -0.33
O  -1.03  -6.80  -1.43
O  -0.26  -6.39  0.46
O  -2.23  -5.72  -0.08

Energy ... -5056.79088 a.u.
LUMO ... -1.87 eV
Net charge ... +1
ΔE to the lowest compared entry with this formula, charge and spin ... 0.00 kcal/mol



(3)
# C2H4N4

C2H4N4 in the gas phase in a non-equilibrium geometry (the ωB97M-V functional and the def2-TZVPD basis, the Open Molecules 2025 dataset).

Geometry (Å):
N  0.94  0.75  -1.04
C  0.04  0.07  -0.31
C  0.09  -1.20  0.20
N  -0.46  -1.08  1.47
N  -0.93  0.08  1.66
N  -0.94  0.81  0.40
H  0.80  1.75  -1.15
H  1.88  0.41  -1.05
H  0.46  -2.14  -0.20
H  -1.88  0.56  0.04

Energy ... -297.53547 a.u.
SMILES ... Nc1cnn[nH]1
LUMO ... 0.52 eV
ΔE to the lowest compared entry with this formula, charge and spin ... 68.29 kcal/mol



(4)
# C6H14BrN2O2

3 unconnected molecules or ions with the total composition C6H14BrN2O2 in a non-equilibrium geometry (the ωB97M-V functional and the def2-TZVPD basis, the Open Molecules 2025 dataset).

Geometry (Å):
Br  0.33  0.39  2.14
C  4.14  -0.20  0.38
C  3.35  -1.16  -0.39
O  3.74  -1.67  -1.50
N  2.12  -1.38  -0.06
C  1.26  -2.32  -0.85
H  5.01  0.13  -0.30
H  4.57  -0.59  1.29
H  3.53  0.67  0.44
H  1.66  -0.68  0.70
H  1.37  -2.27  -1.97
H  0.05  -2.33  -0.59
H  1.47  -3.35  -0.66
C  -3.72  1.80  1.62
C  -3.29  1.69  0.10
O  -3.97  2.10  -0.76
N  -2.30  0.91  -0.18
C  -1.61  0.51  -1.40
H  -4.61  1.19  1.85
H  -4.07  2.81  1.93
H  -3.03  1.46  2.52
H  -1.67  0.94  0.66
H  -1.17  -0.38  -1.18
H  -0.91  1.19  -1.65
H  -2.28  0.53  -2.13

Energy ... -3071.08725 a.u.
LUMO ... 3.43 eV
Net charge ... -1
ΔE to the lowest compared entry with this formula, charge and spin ... 50.08 kcal/mol



What did the third record say?
# C2H4N4

C2H4N4 in the gas phase in a non-equilibrium geometry (the ωB97M-V functional and the def2-TZVPD basis, the Open Molecules 2025 dataset).

Geometry (Å):
N  0.94  0.75  -1.04
C  0.04  0.07  -0.31
C  0.09  -1.20  0.20
N  -0.46  -1.08  1.47
N  -0.93  0.08  1.66
N  -0.94  0.81  0.40
H  0.80  1.75  -1.15
H  1.88  0.41  -1.05
H  0.46  -2.14  -0.20
H  -1.88  0.56  0.04

Energy ... -297.53547 a.u.
SMILES ... Nc1cnn[nH]1
LUMO ... 0.52 eV
ΔE to the lowest compared entry with this formula, charge and spin ... 68.29 kcal/mol